C28H35B2Cl5F4N12O7Y | ωB97M-V with the def2-TZVPD basis set

Summary:
- M: 1015.45 g mol⁻¹
- Gap between HOMO and LUMO (alpha / beta): 4.67 / 4.28 eV
- Calculated total energy: -137693.944 eV
- HOMO level (alpha / beta): -0.4189 / -0.4189 Eh
- Energy relative to the best compared isomer or geometry (same formula, charge and spin): 508.28 kJ/mol

The geometry in ORCA input format:
```
! wB97M-V def2-TZVPD RIJCOSX def2/J DEFGRID3
* xyz 1 1
Y -0.758 0.611 0.529
C 3.101 -0.894 -2.156
C 2.158 -0.508 -1.070
N 1.449 0.556 -1.046
O 1.552 1.352 -2.154
B 1.648 2.816 -1.829
F 1.536 3.481 -3.017
F 2.837 3.030 -1.148
O 0.486 3.281 -0.977
N 0.486 2.709 0.269
C 1.199 3.246 1.187
C 1.929 4.537 1.081
C 1.301 2.435 2.434
N 0.915 1.218 2.312
O 0.982 0.446 3.425
B 1.586 -0.913 3.209
F 1.323 -1.617 4.378
F 2.938 -0.748 2.952
O 0.966 -1.722 2.110
N 1.022 -1.096 0.885
C 2.042 -1.346 0.156
C 3.097 -2.348 0.463
C 1.882 3.018 3.674
H 2.994 -0.229 -3.007
H 2.922 -1.927 -2.458
H 4.129 -0.836 -1.794
H 1.854 4.942 0.079
H 2.980 4.404 1.332
H 1.502 5.243 1.798
H 2.930 -2.799 1.434
H 4.081 -1.878 0.450
H 3.087 -3.119 -0.312
H 1.310 3.897 3.978
H 2.906 3.346 3.492
H 1.880 2.284 4.472
N -0.881 0.175 -2.395
C -1.963 0.087 -3.364
C -3.349 -0.261 -2.771
C -3.105 -1.039 -1.451
O -3.461 -2.230 -1.614
O -2.617 -0.459 -0.491
H -0.150 0.803 -2.726
H -0.462 -0.749 -2.271
H -1.752 -0.647 -4.146
H -2.085 1.054 -3.859
H -3.949 -0.819 -3.484
H -3.911 0.608 -2.423
C 1.273 -6.204 -6.630
C 0.175 -6.912 -5.850
N -0.375 -6.094 -4.767
C -1.708 -5.532 -4.939
C -1.755 -4.391 -5.946
C 0.373 -5.967 -3.650
O 1.448 -6.524 -3.495
C -0.136 -5.072 -2.550
C -0.576 -5.599 -1.344
C -0.923 -4.729 -0.322
C -0.793 -3.369 -0.542
N -0.364 -2.849 -1.692
C -0.050 -3.692 -2.672
H 1.585 -6.816 -7.476
H 2.140 -6.033 -5.994
H 0.927 -5.245 -7.016
H 0.566 -7.832 -5.413
H -0.656 -7.178 -6.504
H -2.074 -5.196 -3.970
H -2.372 -6.338 -5.261
H -1.073 -3.589 -5.657
H -2.765 -3.985 -6.009
H -1.470 -4.729 -6.942
H -0.629 -6.671 -1.207
H -1.264 -5.093 0.637
H -1.009 -2.658 0.251
H 0.309 -3.250 -3.597
N -1.275 -2.940 4.613
N -1.907 -2.200 3.649
N -3.005 -2.611 3.039
C -3.125 -1.704 2.087
N -2.129 -0.803 2.122
N -1.379 -1.136 3.156
H -1.907 -3.118 5.383
H -0.404 -2.466 4.856
H -3.928 -1.702 1.373
Cl -2.456 2.862 -1.327
C -2.871 3.186 0.283
C -2.257 2.403 1.277
C -2.587 2.782 2.559
Cl -1.871 1.987 3.898
C -3.507 3.841 2.857
Cl -3.899 4.208 4.446
C -4.110 4.582 1.810
Cl -5.203 5.840 2.167
C -3.790 4.267 0.513
Cl -4.450 5.132 -0.787
*
```



C25H20Cl3N4O6RuS | ωB97M-V with the def2-TZVPD basis set

Summary:
- M: 711.95 g mol⁻¹
- Gap between HOMO and LUMO (alpha / beta): 7.93 / 7.49 eV
- Calculated total energy: -95479.830 eV
- HOMO level (alpha / beta): -0.2915 / -0.2992 Eh
- Energy relative to the best compared isomer or geometry (same formula, charge and spin): 40.68 kJ/mol
- ⟨S²⟩: 0.75

The geometry in ORCA input format:
```
! wB97M-V def2-TZVPD RIJCOSX def2/J DEFGRID3
* xyz 0 2
Ru -0.833 0.217 -0.298
N 3.636 0.157 5.877
C 2.659 0.537 4.979
C 1.794 1.596 5.274
C 0.784 1.941 4.399
C 0.632 1.245 3.207
C 1.476 0.182 2.904
C 2.481 -0.167 3.783
S -0.699 1.682 2.148
O -0.200 2.039 0.794
O -1.456 2.694 2.812
N -1.482 0.343 1.724
C -1.815 -0.667 2.603
N -1.845 -0.399 3.910
C -2.164 -1.414 4.703
C -2.467 -2.676 4.221
C -2.408 -2.831 2.846
N -2.077 -1.843 2.027
H 3.912 0.835 6.566
H 4.392 -0.401 5.522
H 1.911 2.138 6.205
H 0.100 2.744 4.634
H 1.347 -0.374 1.985
H 3.132 -1.002 3.552
H -2.183 -1.199 5.766
H -2.733 -3.491 4.878
H -2.631 -3.785 2.378
C 0.278 2.361 -6.713
O 1.541 2.247 -6.075
C 1.561 1.842 -4.792
C 2.848 1.700 -4.227
C 2.960 1.285 -2.939
C 1.835 0.978 -2.121
C 2.035 0.403 -0.825
C 3.370 0.376 -0.133
O 1.138 -0.148 -0.139
C 0.540 1.159 -2.702
O -0.593 1.008 -2.083
C 0.438 1.577 -4.047
H 0.487 2.645 -7.740
H -0.332 3.131 -6.237
H -0.255 1.409 -6.697
H 3.714 1.912 -4.838
H 3.953 1.160 -2.540
H 4.213 0.697 -0.728
H 3.549 -0.626 0.254
H 3.276 1.045 0.726
H -0.561 1.692 -4.439
Cl -5.851 -2.920 -4.161
C -4.429 -2.496 -3.257
C -4.430 -1.353 -2.480
C -3.281 -1.049 -1.779
Cl -3.243 0.380 -0.768
C -2.120 -1.822 -1.803
O -1.032 -1.523 -1.125
C -2.176 -2.970 -2.610
Cl -0.774 -3.978 -2.701
C -3.308 -3.308 -3.326
H -5.301 -0.716 -2.422
H -3.311 -4.199 -3.937
*
```



C52H71AsCl2MnN4P2SSi3 | ωB97M-V with the def2-TZVPD basis set

Summary:
- M: 1131.21 g mol⁻¹
- Gap between HOMO and LUMO (alpha / beta): 6.21 / 6.36 eV
- Calculated total energy: -231289.132 eV
- HOMO level (alpha / beta): -0.2173 / -0.2229 Eh
- Energy relative to the best compared isomer or geometry (same formula, charge and spin): 0.00 kJ/mol
- ⟨S²⟩: 0.86

The geometry in ORCA input format:
```
! wB97M-V def2-TZVPD RIJCOSX def2/J DEFGRID3
* xyz 0 2
Mn 0.349 0.153 0.287
C -1.952 -2.022 1.939
N -1.074 -2.311 3.045
C 0.157 -1.569 3.229
P 0.128 0.170 2.578
C -1.272 0.906 3.524
C -1.679 2.205 3.220
C -2.710 2.820 3.913
C -3.375 2.138 4.920
C -2.982 0.848 5.240
C -1.935 0.243 4.559
C 1.556 0.836 3.519
C 1.538 2.090 4.122
C 2.667 2.583 4.760
C 3.829 1.827 4.811
C 3.851 0.568 4.233
C 2.722 0.076 3.595
C -1.368 -3.347 3.923
C -2.686 -3.781 4.117
C -2.965 -4.822 4.988
C -1.953 -5.446 5.701
C -0.647 -5.012 5.524
C -0.350 -3.982 4.647
P -1.100 -1.705 0.320
C -2.648 -1.737 -0.671
C -3.581 -0.718 -0.472
C -4.801 -0.741 -1.130
C -5.105 -1.776 -2.003
C -4.184 -2.790 -2.209
C -2.966 -2.775 -1.544
C -0.377 -3.329 -0.068
C 0.396 -3.432 -1.221
C 0.918 -4.654 -1.613
C 0.706 -5.782 -0.833
C -0.040 -5.684 0.331
C -0.590 -4.466 0.708
H -2.573 -1.131 2.112
H -2.633 -2.860 1.793
H 1.005 -2.044 2.722
H 0.388 -1.526 4.297
H -1.172 2.748 2.436
H -2.989 3.837 3.671
H -4.184 2.612 5.461
H -3.484 0.305 6.031
H -1.644 -0.755 4.848
H 0.638 2.692 4.112
H 2.634 3.562 5.221
H 4.712 2.217 5.301
H 4.751 -0.033 4.253
H 2.772 -0.902 3.140
H -3.501 -3.288 3.603
H -3.993 -5.135 5.119
H -2.177 -6.254 6.384
H 0.160 -5.489 6.064
H 0.681 -3.691 4.500
H -3.345 0.108 0.187
H -5.515 0.056 -0.962
H -6.055 -1.790 -2.522
H -4.411 -3.602 -2.888
H -2.266 -3.586 -1.702
H 0.598 -2.542 -1.807
H 1.511 -4.721 -2.515
H 1.129 -6.733 -1.128
H -0.202 -6.556 0.951
H -1.178 -4.422 1.613
C -0.491 5.667 0.077
N -0.566 4.283 0.527
C 0.654 3.813 1.162
C -1.541 3.449 0.080
S -1.336 1.824 -0.362
N -2.771 3.998 -0.072
C -3.242 5.118 0.730
C -3.831 3.302 -0.785
H 0.445 5.800 -0.468
H -0.501 6.368 0.916
H -1.312 5.902 -0.594
H 0.690 4.152 2.201
H 1.514 4.224 0.638
H 0.725 2.728 1.131
H -2.515 5.372 1.495
H -4.170 4.821 1.223
H -3.444 6.000 0.117
H -3.431 2.766 -1.639
H -4.553 4.044 -1.124
H -4.334 2.585 -0.128
C -2.465 -0.160 -4.292
Si -0.682 -0.593 -4.685
C -0.311 0.083 -6.403
C -0.477 -2.462 -4.733
As 0.643 0.228 -2.908
Si 2.849 -0.414 -3.485
C 3.128 -0.599 -5.336
C 4.014 0.880 -2.798
C 3.215 -2.068 -2.697
Si 0.737 2.497 -3.570
C 1.705 2.866 -5.139
C 1.559 3.449 -2.181
C -1.013 3.128 -3.850
H -3.148 -0.829 -4.822
H -2.691 0.862 -4.599
H -2.674 -0.243 -3.225
H -0.837 -0.534 -7.137
H 0.748 0.069 -6.653
H -0.676 1.105 -6.511
H -0.961 -2.872 -5.624
H -0.936 -2.925 -3.859
H 0.573 -2.760 -4.754
H 2.983 0.332 -5.882
H 2.475 -1.357 -5.773
H 4.160 -0.924 -5.496
H 4.058 1.771 -3.425
H 5.022 0.461 -2.737
H 3.716 1.179 -1.792
H 2.741 -2.884 -3.246
H 2.878 -2.101 -1.662
H 4.295 -2.244 -2.703
H 2.735 2.517 -5.080
H 1.738 3.954 -5.258
H 1.251 2.446 -6.034
H 2.642 3.472 -2.312
H 1.362 2.982 -1.215
H 1.200 4.482 -2.166
H -1.404 2.796 -4.813
H -1.003 4.222 -3.860
H -1.692 2.794 -3.066
Cl 3.801 2.463 0.601
C 4.328 0.807 0.717
C 5.669 0.582 0.937
C 6.148 -0.713 1.090
C 5.240 -1.760 1.043
C 3.902 -1.513 0.820
Cl 2.809 -2.875 0.868
C 3.348 -0.220 0.596
N 2.075 0.000 0.264
H 6.336 1.431 0.998
H 7.200 -0.898 1.251
H 5.562 -2.783 1.185
*
```



C5H40O16 | ωB97M-V with the def2-TZVPD basis set

Summary:
- M: 356.36 g mol⁻¹
- Gap between HOMO and LUMO: 9.04 eV
- Calculated total energy: -38594.293 eV
- HOMO level: -0.3305 Eh
- Energy relative to the best compared isomer or geometry (same formula, charge and spin): 0.00 kJ/mol

The geometry in ORCA input format:
```
! wB97M-V def2-TZVPD RIJCOSX def2/J DEFGRID3
* xyz 0 1
C 0.052 2.621 -2.500
C -0.465 2.594 -1.098
C -0.606 1.395 -0.524
C -0.689 1.242 0.923
C -0.411 0.207 1.716
H -0.315 1.798 -3.106
H 1.127 2.410 -2.421
H -0.027 3.548 -3.065
H -0.382 3.482 -0.477
H -0.530 0.518 -1.159
H -1.147 2.098 1.448
H -0.485 0.348 2.786
H -0.112 -0.773 1.391
H 4.047 1.162 -0.422
H 4.100 -0.246 -0.017
O 4.538 0.358 -0.645
H -4.510 0.711 1.434
H -3.081 0.496 1.783
O -3.925 0.031 1.794
H 3.473 0.015 -2.158
H 4.266 0.322 -3.384
O 3.359 0.379 -3.059
H 0.661 -1.966 -0.382
H -0.412 -2.688 -0.906
O 0.237 -2.068 -1.276
H -2.021 -0.962 -0.188
H -2.568 -1.610 -1.562
O -2.271 -1.766 -0.655
H -1.420 -4.301 2.275
H -2.168 -3.901 1.018
O -1.330 -4.309 1.316
H 2.562 -4.666 -0.464
H 2.549 -3.304 -1.072
O 2.764 -3.750 -0.231
H 1.539 -3.201 0.841
H -0.051 -3.202 1.187
O 0.811 -2.727 1.316
H -4.192 -2.208 1.667
H -3.405 -2.656 0.430
O -3.772 -2.982 1.272
H -1.400 4.531 2.220
H -1.988 3.481 3.102
O -2.121 3.875 2.230
H 1.133 3.770 2.278
H 0.817 4.352 0.869
O 0.572 4.406 1.795
H -0.793 -1.156 -3.955
H -0.616 -1.083 -2.467
O -1.281 -0.891 -3.166
H 3.412 -0.634 2.127
H 2.232 -0.805 1.123
O 2.879 -0.176 1.469
H 1.437 -2.103 -2.843
H 2.725 -1.437 -3.245
O 2.275 -2.296 -3.293
H -3.254 2.731 0.777
H -4.092 2.969 -0.477
O -3.802 2.273 0.120
H 1.507 1.517 1.946
H 2.576 2.027 3.148
O 1.991 2.197 2.417
*
```



The highest energy relative to the best compared isomer or geometry (same formula, charge and spin) belongs to which entry? C28H35B2Cl5F4N12O7Y